No. 1
Density functional theory data (ωB97M-V/def2-TZVPD) for a molecular structure, C17H17ClF4N2Os.

Lowest unoccupied orbital energy (alpha / beta)   -7.0 / -9.3 eV
Net charge   +2
Relative energy (zero: lowest compared OMol25 entry of this formula, charge and spin)   0.00 kcal per mole
E_HOMO (alpha / beta)   -15.265 / -15.620 eV
Spin multiplicity   5
Kohn-Sham gap (alpha / beta)   8.31 / 6.27 eV

Geometry (Å):
Os1 -0.749 -0.711 0.274
C1 -0.452 -1.534 3.267
N1 0.058 -1.803 1.891
C2 -0.241 -3.234 1.564
C3 1.542 -1.576 1.905
C4 2.129 -1.648 0.514
N2 1.363 -0.723 -0.333
C5 1.882 -0.238 -1.460
C6 1.303 0.934 -2.042
F1 0.284 1.513 -1.404
C7 1.822 1.512 -3.168
F2 1.269 2.613 -3.645
C8 2.933 0.962 -3.809
C9 3.521 -0.183 -3.282
F3 4.557 -0.725 -3.886
C10 3.024 -0.775 -2.144
F4 3.572 -1.895 -1.704
H1 0.103 -2.163 3.965
H2 -1.507 -1.783 3.318
H3 -0.293 -0.487 3.512
H4 0.271 -3.874 2.286
H5 0.106 -3.479 0.560
H6 -1.315 -3.398 1.628
H7 2.000 -2.321 2.559
H8 1.706 -0.589 2.340
H9 2.101 -2.661 0.106
H10 3.177 -1.349 0.561
H11 3.336 1.421 -4.702
Cl1 -2.300 -0.277 -1.596
C11 -2.597 1.303 -0.801
C12 -2.773 2.421 -1.584
C13 -2.881 3.634 -0.918
C14 -2.780 3.693 0.471
C15 -2.595 2.543 1.216
C16 -2.528 1.291 0.590
C17 -2.365 0.010 1.325
H12 -2.820 2.353 -2.661
H13 -3.036 4.538 -1.490
H14 -2.855 4.647 0.971
H15 -2.544 2.597 2.296
H16 -3.163 -0.713 1.112
H17 -2.264 0.150 2.396

No. 2
Density functional theory data (ωB97M-V/def2-TZVPD) for C17H17ClN2O3 in the gas phase.

Lowest unoccupied orbital energy   0.2 eV
Relative energy (zero: lowest compared OMol25 entry of this formula, charge and spin)   29.53 kcal per mole
E_HOMO   -8.703 eV
SMILES   O=C(c1cccn(Cc2cccc(Cl)c2)c1=O)N1CCOCC1
Spin multiplicity   1
Kohn-Sham gap   8.87 eV

Geometry (Å):
O1 1.015 0.331 3.841
C1 0.834 0.484 2.645
C2 -0.164 -0.362 1.915
C3 -1.438 -0.474 2.384
C4 -2.354 -1.347 1.766
C5 -1.921 -2.100 0.721
N1 -0.652 -2.032 0.269
C6 -0.253 -2.849 -0.869
C7 -0.723 -2.214 -2.153
C8 -0.101 -1.060 -2.615
C9 -0.551 -0.440 -3.766
C10 -1.623 -0.962 -4.472
C11 -2.237 -2.113 -4.008
Cl1 -3.575 -2.780 -4.877
C12 -1.799 -2.740 -2.852
C13 0.306 -1.166 0.808
O2 1.432 -1.137 0.335
N2 1.516 1.389 1.915
C14 1.231 1.792 0.560
C15 0.994 3.309 0.530
O3 2.076 4.019 1.079
C16 2.304 3.636 2.418
C17 2.600 2.139 2.516
H1 -1.743 0.118 3.235
H2 -3.368 -1.426 2.118
H3 -2.570 -2.793 0.206
H4 -0.667 -3.852 -0.753
H5 0.840 -2.891 -0.849
H6 0.739 -0.659 -2.068
H7 -0.064 0.454 -4.123
H8 -1.977 -0.485 -5.372
H9 -2.291 -3.639 -2.513
H10 2.084 1.536 -0.078
H11 0.342 1.282 0.189
H12 0.072 3.540 1.089
H13 0.888 3.658 -0.498
H14 1.423 3.878 3.032
H15 3.157 4.223 2.763
H16 3.526 1.912 1.976
H17 2.691 1.825 3.557

No. 3
Density functional theory data (ωB97M-V/def2-TZVPD) for C17H17F3N2O4S in the gas phase at a distorted geometry.

Lowest unoccupied orbital energy   0.4 eV
Relative energy (zero: lowest compared OMol25 entry of this formula, charge and spin)   0.00 kcal per mole
E_HOMO   -8.360 eV
SMILES   COc1ccc(N(CC(=O)Nc2cccc(C(F)(F)F)c2)S(C)(=O)=O)cc1
Spin multiplicity   1
Kohn-Sham gap   8.79 eV

Geometry (Å):
C1 -5.572 -2.823 1.506
O1 -5.347 -1.448 1.709
C2 -4.269 -0.872 1.111
C3 -3.365 -1.528 0.284
C4 -2.299 -0.841 -0.272
C5 -2.118 0.514 -0.025
N1 -1.044 1.215 -0.605
C6 -0.514 0.799 -1.885
C7 0.570 -0.290 -1.758
O2 0.433 -1.387 -2.254
N2 1.636 0.145 -1.051
C8 2.789 -0.552 -0.698
C9 3.004 -1.889 -1.027
C10 4.176 -2.515 -0.643
C11 5.148 -1.831 0.065
C12 4.930 -0.497 0.388
C13 5.979 0.235 1.175
F1 5.965 -0.108 2.479
F2 5.843 1.567 1.138
F3 7.224 -0.031 0.741
C14 3.761 0.145 0.019
S1 -0.441 2.608 0.064
C15 -1.473 3.953 -0.592
O3 -0.553 2.563 1.485
O4 0.878 2.775 -0.495
C16 -3.029 1.174 0.796
C17 -4.081 0.488 1.363
H1 -4.736 -3.426 1.873
H2 -6.466 -3.062 2.079
H3 -5.748 -3.050 0.450
H4 -3.469 -2.578 0.064
H5 -1.609 -1.380 -0.900
H6 -1.321 0.410 -2.513
H7 -0.069 1.676 -2.360
H8 1.599 1.117 -0.738
H9 2.253 -2.425 -1.582
H10 4.333 -3.551 -0.902
H11 6.065 -2.316 0.361
H12 3.597 1.181 0.277
H13 -0.806 4.683 -1.034
H14 -2.026 4.393 0.227
H15 -2.143 3.546 -1.338
H16 -2.900 2.220 1.014
H17 -4.783 0.992 2.006

no.,E (Eh)
1,-1717.1069
2,-1453.4569
3,-1766.2892